Formula: C6H14BrN
Source: the Open Molecules 2025 dataset
Level of theory: ωB97M-V/def2-TZVPD

The geometry in ORCA input format:
```
! RIJCOSX wB97M-V def2-TZVPD def2/J DEFGRID3
* xyz 0 1
H 0.579 -1.485 -2.026
H 3.201 -0.154 -1.730
C -1.791 0.605 0.583
H -0.689 0.201 3.228
H -2.726 0.049 0.883
Br 1.254 1.664 1.505
H -1.992 0.993 -0.387
H -0.811 -0.445 -1.724
H -1.751 1.426 1.319
H 1.190 1.234 -1.288
N 0.614 0.126 0.599
C 1.143 0.186 -0.939
H 2.924 0.245 0.002
C 2.547 -0.400 -0.882
H -0.010 -1.456 2.651
H 2.779 -1.389 -0.495
C -0.710 -0.337 1.003
C -0.778 -0.674 2.523
H 0.448 -0.240 -2.947
H -0.725 -1.290 0.363
H -1.757 -1.062 2.664
C 0.265 -0.534 -1.978
*
```

- HOMO-LUMO gap: 9.02 eV
- Max |F|: 4.10 eV/Å
- Energy relative to the best compared isomer or geometry (same formula, charge and spin): 0.000 eV
- SMILES: CC(C)N(Br)C(C)C
- Lowest unoccupied orbital energy: 0.02771 hartree
- Highest occupied orbital energy: -0.304 Ha